Entry 1:
C7H11N | ωB97M-V/def2-TZVPD

Properties
**LUMO level**: 1.091 eV
**M**: 109.172 g/mol

Geometry (Å):
1 C 0.3854 -1.0021 1.2176
2 C 0.2777 -0.4227 -0.1192
3 C -0.9745 -0.6567 -1.0327
4 C -2.0391 0.0774 -0.0357
5 C -1.2685 1.1428 0.4206
6 C 0.0574 0.9701 -0.1365
7 C 1.5424 1.0436 0.0290
8 H -0.5112 -1.3991 1.6125
9 H 0.8024 -0.3190 2.1491
10 H 0.8813 -1.9923 1.1909
11 H -1.2718 -1.6638 -1.1238
12 H -0.9628 -0.2672 -2.1302
13 H -3.0624 -0.0557 -0.1182
14 H -1.4611 1.8534 1.3135
15 H 0.1546 1.0531 -1.2228
16 H 1.9210 1.6836 -0.6151
17 H 2.2076 0.7667 0.9665
18 H 1.7445 -0.4445 -1.6562
19 N 1.5774 -0.3675 -0.7093

Atomic partial charges in e from the Mulliken method, atoms 1 to 5: C -1.32; C 0.66; C -0.75; C -0.47; C -0.64

Entry 2:
C54H144N21O16P7 | ωB97M-V/def2-TZVPD

Properties
**LUMO level**: 0.399 eV
**M**: 1560.695 g/mol

Geometry (Å):
1 C -0.8981 5.9967 -2.4892
2 C -0.5305 4.5978 -2.1091
3 C -1.5064 3.9415 -1.1617
4 O -1.1979 2.5281 -1.5137
5 C -0.6793 2.4664 -2.7604
6 O -0.5408 1.4328 -3.3608
7 O -0.3821 3.6991 -3.2591
8 H -1.0676 6.5329 -1.5889
9 H -1.7753 5.9756 -3.0830
10 H -0.0084 6.4917 -3.0148
11 H 0.4727 4.7165 -1.6203
12 H -2.5488 4.0262 -1.4336
13 H -1.4777 4.1218 -0.0583
14 C -1.3800 -2.8899 6.1830
15 C -1.6061 -2.1368 4.8022
16 C -2.5867 -2.8294 3.8810
17 O -3.4940 -1.7473 3.4837
18 C -3.0751 -0.5906 4.0228
19 O -3.5745 0.4366 3.7288
20 O -2.0934 -0.7980 4.9134
21 H -2.3642 -3.0799 6.6834
22 H -0.7714 -2.2360 6.7565
23 H -0.7822 -3.7782 5.9810
24 H -0.6178 -2.0922 4.2561
25 H -3.2283 -3.5897 4.3622
26 H -2.1166 -3.2211 3.0823
27 C 0.0355 0.3975 0.3197
28 C -1.4313 -0.0432 0.4911
29 C -2.1388 -0.3406 -0.8654
30 O -2.6049 -1.6652 -0.6210
31 C -1.9644 -2.2575 0.4336
32 O -2.0877 -3.4085 0.6568
33 O -1.3289 -1.3323 1.1577
34 H 0.4934 0.2913 1.3042
35 H 0.0057 1.4654 0.1134
36 H 0.5841 -0.2894 -0.3706
37 H -1.9902 0.5812 1.1560
38 H -1.4953 -0.3002 -1.7633
39 H -2.9733 0.3487 -0.9694
40 O -6.3791 4.9133 0.4467
41 P -6.4012 3.7533 -0.4972
42 N -7.8645 3.4412 -1.2927
43 C -9.0180 4.2688 -1.2130
44 C -8.0745 2.1545 -1.9685
45 N -5.9734 2.3101 0.2058
46 C -7.0356 1.8766 1.1399
47 C -4.6381 2.2761 0.7928
48 N -5.2644 4.0135 -1.6593
49 C -5.2162 5.3844 -2.1424
50 C -4.9018 3.0575 -2.6532
51 H -8.8470 5.2709 -0.8784
52 H -9.7841 3.8240 -0.5483
53 H -9.4863 4.3554 -2.1703
54 H -8.6037 2.2975 -2.8852
55 H -8.6825 1.5171 -1.3120
56 H -7.0752 1.6908 -2.0794
57 H -7.8705 1.5026 0.6289
58 H -6.5719 1.0565 1.7294
59 H -7.2805 2.6707 1.8233
60 H -3.9132 2.3216 -0.0358
61 H -4.4439 3.1459 1.4271
62 H -4.4461 1.2972 1.2801
63 H -5.0569 6.0064 -1.2095
64 H -4.3475 5.5191 -2.8011
65 H -6.1370 5.6470 -2.6858
66 H -4.7047 2.0463 -2.1815
67 H -4.0265 3.4130 -3.1947
68 H -5.7244 2.8776 -3.3582
69 O 2.7136 4.7470 -1.6528
70 P 3.7652 4.1297 -2.4312
71 N 3.6698 2.4493 -2.4402
72 C 2.3536 1.9663 -2.7281
73 C 4.3417 1.7166 -1.3031
74 N 5.2486 4.5262 -1.8139
75 C 5.2445 4.5519 -0.3654
76 C 6.5220 4.1671 -2.4774
77 N 3.8211 4.4717 -4.0096
78 C 4.0212 3.5775 -5.1638
79 C 3.3751 5.8510 -4.3001
80 H 2.3505 0.9365 -3.0063
81 H 1.8944 2.5166 -3.5536
82 H 1.6991 2.0026 -1.8734
83 H 3.8506 1.8891 -0.3518
84 H 5.3850 1.9935 -1.1760
85 H 4.2209 0.6463 -1.5693
86 H 5.6043 3.6086 0.0848
87 H 5.9539 5.3317 0.0651
88 H 4.2770 4.7203 0.0412
89 H 7.3881 4.5338 -1.8389
90 H 6.7288 3.1041 -2.5489
91 H 6.5510 4.7403 -3.4206
92 H 4.1782 2.5339 -4.9796
93 H 3.0524 3.5725 -5.6450
94 H 4.8407 3.9670 -5.7685
95 H 2.3143 5.8920 -4.4879
96 H 3.9112 6.2432 -5.1714
97 H 3.5938 6.5313 -3.4363
98 O -6.9450 -3.8789 -3.4369
99 P -5.6424 -3.3587 -2.9927
100 N -5.4379 -2.8966 -1.4283
101 C -5.7452 -1.5389 -0.9384
102 C -5.6335 -3.9100 -0.3917
103 N -5.1654 -2.0192 -3.9108
104 C -6.1264 -1.1111 -4.4736
105 C -3.8391 -1.4968 -3.8988
106 N -4.4324 -4.4660 -3.2662
107 C -4.4873 -5.2845 -4.4898
108 C -3.1947 -4.6441 -2.5557
109 H -5.4109 -1.3207 0.0742
110 H -6.7851 -1.2186 -1.0962
111 H -5.1769 -0.9083 -1.6122
112 H -4.9011 -3.6423 0.3623
113 H -5.3386 -4.9126 -0.7541
114 H -6.6038 -3.9363 0.0835
115 H -7.1316 -1.5312 -4.4662
116 H -6.0334 -0.2010 -3.8973
117 H -5.8960 -0.8964 -5.5427
118 H -3.1742 -2.1889 -3.4691
119 H -3.4537 -1.3320 -4.9070
120 H -3.8514 -0.5469 -3.3850
121 H -4.4751 -6.3284 -4.1885
122 H -5.4133 -5.0405 -5.0150
123 H -3.6607 -4.9104 -5.1266
124 H -2.9418 -5.7424 -2.4940
125 H -3.1620 -4.1892 -1.5496
126 H -2.3678 -4.1918 -3.1658
127 O 1.0470 -4.5023 4.7598
128 P 1.7651 -5.2931 3.6799
129 N 3.3946 -4.9919 3.5751
130 C 4.2676 -5.3880 2.4424
131 C 4.0840 -4.9550 4.8215
132 N 1.3418 -4.8484 2.1277
133 C 0.2005 -5.5471 1.4933
134 C 1.5563 -3.5001 1.7220
135 N 1.5740 -6.9547 3.8234
136 C 2.0663 -7.8447 2.7865
137 C 1.1605 -7.6427 5.0021
138 H 3.5939 -5.3205 1.5817
139 H 4.7339 -6.3742 2.6202
140 H 5.0182 -4.5568 2.4051
141 H 4.3430 -5.9848 5.2335
142 H 3.5904 -4.3645 5.6113
143 H 5.0211 -4.4157 4.6910
144 H 0.3505 -6.5921 1.7616
145 H -0.7895 -5.1783 1.8735
146 H 0.3269 -5.4050 0.4552
147 H 1.5500 -3.4687 0.5885
148 H 0.7609 -2.8587 2.0417
149 H 2.4967 -3.1487 2.1479
150 H 2.7958 -8.5621 3.1721
151 H 1.1838 -8.4223 2.4847
152 H 2.4757 -7.3898 1.8582
153 H 0.8842 -6.9179 5.7879
154 H 1.9574 -8.3180 5.4300
155 H 0.2242 -8.2248 4.8561
156 O 2.4841 -1.2418 -1.9798
157 P 2.5226 -2.3958 -2.9548
158 N 1.2942 -2.1781 -3.9712
159 C 1.3534 -2.5626 -5.3876
160 C 0.0136 -1.6677 -3.5722
161 N 2.3701 -3.9581 -2.4427
162 C 3.4235 -4.7230 -1.7147
163 C 1.1172 -4.7182 -2.6087
164 N 3.9678 -2.3919 -3.7562
165 C 4.5721 -1.1189 -4.0918
166 C 4.4742 -3.4674 -4.5049
167 H 0.3370 -2.5417 -5.7650
168 H 1.7915 -3.5710 -5.5447
169 H 1.9620 -1.8895 -5.9954
170 H 0.1285 -1.2101 -2.5998
171 H -0.8185 -2.4016 -3.6825
172 H -0.2235 -0.8419 -4.2118
173 H 3.0830 -4.8416 -0.7057
174 H 3.6873 -5.7112 -2.2328
175 H 4.3973 -4.2158 -1.6656
176 H 1.3825 -5.6737 -3.0412
177 H 0.6013 -4.7727 -1.6560
178 H 0.4239 -4.2604 -3.2859
179 H 4.3576 -0.6736 -5.1308
180 H 4.3742 -0.3508 -3.2976
181 H 5.6606 -1.1829 -4.0765
182 H 4.4730 -3.3051 -5.5597
183 H 3.9573 -4.3296 -4.3086
184 H 5.5393 -3.6274 -4.2818
185 O -1.7323 2.7238 1.7388
186 P -1.3528 3.8445 2.6300
187 N -1.0072 3.3472 4.1487
188 C -0.6480 4.3158 5.2180
189 C -0.1638 2.1655 4.3028
190 N -2.5873 5.0150 2.8219
191 C -3.0769 5.7950 1.7486
192 C -3.6324 4.6159 3.7353
193 N -0.1700 4.8969 2.0393
194 C 0.0926 6.1824 2.6064
195 C 1.0051 4.3683 1.3102
196 H -0.6718 3.8353 6.1584
197 H -1.3357 5.1843 5.3230
198 H 0.3666 4.6975 5.0880
199 H 0.8081 2.2701 3.7837
200 H -0.6762 1.3402 3.7729
201 H -0.1150 1.9869 5.3409
202 H -3.9125 5.3656 1.2414
203 H -3.3863 6.7428 2.1553
204 H -2.2515 6.0373 1.0822
205 H -3.8349 5.4422 4.4918
206 H -4.5397 4.5066 3.1482
207 H -3.4867 3.6407 4.2369
208 H -0.8218 6.7132 2.8288
209 H 0.7078 6.0705 3.5359
210 H 0.7042 6.7367 1.8441
211 H 0.6350 3.3719 1.0214
212 H 1.9105 4.2828 1.9402
213 H 1.3323 4.8872 0.3824
214 O 5.9287 -2.4320 3.4089
215 P 5.5883 -1.1233 2.8847
216 N 5.8179 -0.8309 1.2599
217 C 5.1375 -1.7877 0.3830
218 C 7.1597 -0.5236 0.7854
219 N 6.4831 -0.0377 3.7592
220 C 7.8291 -0.4269 4.2217
221 C 6.2817 1.3962 3.4858
222 N 3.9995 -0.7693 2.9451
223 C 3.3350 -0.9865 4.2220
224 C 3.2737 0.1953 2.0812
225 H 5.0267 -1.2728 -0.6076
226 H 4.1416 -2.0197 0.7859
227 H 5.8470 -2.6416 0.3384
228 H 6.9350 -0.0308 -0.2089
229 H 7.7883 -1.4068 0.6590
230 H 7.7179 0.2454 1.3207
231 H 8.1510 0.2243 5.0056
232 H 7.8711 -1.4567 4.6187
233 H 8.5360 -0.1935 3.4150
234 H 6.6882 1.7800 2.5469
235 H 5.2092 1.5504 3.5468
236 H 6.8006 1.9682 4.2676
237 H 2.2770 -1.1474 3.9537
238 H 3.7485 -1.8940 4.6160
239 H 3.4964 -0.0913 4.8836
240 H 2.6875 0.8121 2.8508
241 H 2.5413 -0.1779 1.3475
242 H 3.9127 0.8852 1.5605

Atomic partial charges in e from the Mulliken method, atoms 1 to 5: C -1.81; C 2.35; C 0.60; O 1.11; C -0.36

Record order is preserved below.
Kohn-Sham gap: 9.62 8.56 eV
Record order is preserved below.
Energy: -8920.8132 -187417.8153 eV